Entry from OMol25: a cluster of 2 separate species, C50H45N4S in total in a non-equilibrium geometry (ωB97M-V/def2-TZVPD).

Geometry as XYZ:
```
100
Properties=species:S:1:pos:R:3:lowdin_charge:R:1
C 3.89 1.85 -7.54 -0.0762
C 4.83 1.36 -6.63 -0.0692
C 4.57 1.38 -5.26 -0.0143
C 3.36 1.91 -4.80 -0.2162
N 3.23 2.31 -3.44 -0.0233
C 3.55 3.66 -3.12 -0.2317
C 2.66 4.70 -3.39 -0.0265
C 2.99 6.00 -3.01 -0.0657
C 4.24 6.28 -2.45 -0.0754
C 5.15 5.24 -2.22 -0.0681
C 4.80 3.93 -2.55 -0.0033
C 2.68 1.52 -2.42 -0.1639
C 3.22 0.26 -2.10 0.0240
C 2.63 -0.51 -1.11 0.0264
C 1.38 -0.12 -0.55 -0.2411
C 0.56 -1.07 0.13 0.0355
C -0.87 -1.02 0.13 -0.1827
C -1.62 -1.89 0.97 0.0046
C -2.98 -2.08 0.80 0.0290
C -3.70 -1.22 -0.04 -0.1776
N -5.10 -1.27 -0.13 -0.0279
C -5.82 -0.06 0.14 -0.2299
C -6.45 0.65 -0.87 -0.0180
C -7.22 1.78 -0.55 -0.0689
C -7.42 2.13 0.79 -0.0798
C -6.76 1.43 1.80 -0.0716
C -5.92 0.36 1.48 -0.0060
C -5.83 -2.40 -0.61 -0.2138
C -6.34 -3.33 0.30 -0.0129
C -7.20 -4.34 -0.15 -0.0711
C -7.53 -4.42 -1.51 -0.0779
C -7.00 -3.51 -2.42 -0.0697
C -6.14 -2.50 -1.97 -0.0183
C -3.01 -0.22 -0.76 0.0220
C -1.63 -0.20 -0.77 0.0099
C 0.96 1.23 -0.75 -0.0685
C 1.60 2.03 -1.67 0.0290
C 2.36 2.27 -5.71 -0.0170
C 2.63 2.26 -7.08 -0.0688
H 4.12 1.90 -8.60 0.1088
H 5.79 0.98 -6.99 0.1089
H 5.30 1.01 -4.54 0.1108
H 1.72 4.46 -3.89 0.1118
H 2.26 6.80 -3.17 0.1080
H 4.50 7.30 -2.18 0.1087
H 6.12 5.43 -1.78 0.1083
H 5.48 3.08 -2.40 0.1210
H 4.11 -0.08 -2.64 0.1200
H 3.07 -1.46 -0.80 0.1295
H 1.03 -2.01 0.40 0.0888
H -1.08 -2.40 1.77 0.0997
H -3.53 -2.85 1.35 0.1210
H -6.34 0.31 -1.90 0.1084
H -7.67 2.37 -1.35 0.1079
H -8.09 2.96 1.04 0.1076
H -6.89 1.70 2.85 0.1078
H -5.38 -0.20 2.24 0.1195
H -6.07 -3.25 1.35 0.1139
H -7.61 -5.06 0.56 0.1084
H -8.21 -5.21 -1.86 0.1076
H -7.24 -3.58 -3.48 0.1088
H -5.71 -1.78 -2.67 0.1128
H -3.59 0.50 -1.34 0.1262
H -1.15 0.47 -1.47 0.1126
H 0.11 1.63 -0.20 0.1058
H 1.23 3.03 -1.88 0.1212
H 1.38 2.59 -5.33 0.1134
H 1.86 2.59 -7.78 0.1093
C 0.57 -4.58 1.64 -0.0716
C 1.89 -4.19 2.30 -0.3911
C 2.47 -5.39 3.06 -0.0767
C 1.72 -2.96 3.21 -0.3232
C 2.93 -2.78 4.11 -0.1414
C 2.83 -1.57 5.00 -0.1183
N 2.23 -0.45 4.27 -0.0336
C 2.30 0.87 4.76 -0.2333
C 1.77 1.79 3.85 -0.4643
C 1.83 3.15 4.12 -0.0779
C 2.27 3.57 5.38 -0.0807
C 2.75 2.64 6.31 -0.0691
C 2.87 1.29 5.96 -0.0075
S 1.15 0.98 2.45 1.1447
C 1.62 -0.61 3.06 -0.5236
N 1.43 -1.73 2.44 0.0610
H -0.24 -4.64 2.37 0.0907
H 0.28 -3.88 0.86 0.0485
H 0.67 -5.56 1.17 0.0846
H 2.62 -3.92 1.52 0.1415
H 1.90 -5.60 3.98 0.0944
H 2.42 -6.29 2.45 0.0809
H 3.52 -5.23 3.32 0.0768
H 0.85 -3.18 3.86 0.1615
H 3.02 -3.65 4.76 0.1155
H 3.83 -2.72 3.47 0.1411
H 2.22 -1.78 5.89 0.1414
H 3.82 -1.26 5.34 0.1295
H 1.53 3.84 3.33 0.1097
H 2.24 4.63 5.63 0.1081
H 3.05 2.99 7.30 0.1111
H 3.40 0.58 6.60 0.1098
```

Output
total charge	+1

Entry from OMol25: a cluster of 4 separate species, C15H34Cl4OS in total (ωB97M-V/def2-TZVPD).

Geometry as XYZ:
```
55
Properties=species:S:1:pos:R:3:lowdin_charge:R:1
C 3.34 5.24 -2.04 -0.2740
S 3.63 6.99 -1.79 0.7927
O 3.55 7.27 -0.33 -0.5490
C 5.37 6.92 -2.19 -0.2801
H 2.42 4.96 -1.54 0.0081
H 4.17 4.66 -1.62 0.0575
H 3.26 5.08 -3.11 0.0549
H 5.54 6.39 -3.13 0.0545
H 5.87 6.41 -1.36 0.0598
H 5.73 7.94 -2.26 0.0474
C -1.43 5.00 0.98 -2.0545
Cl -0.06 5.26 -0.11 0.5321
Cl -1.55 3.27 1.34 0.5513
Cl -1.16 5.88 2.48 0.5340
Cl -2.91 5.56 0.22 0.5312
C 0.07 0.17 1.22 -0.1350
C 0.56 -0.85 2.24 -0.2673
C -0.09 -2.21 2.08 -0.2411
C 0.31 -3.19 3.18 -0.2449
C -0.30 -4.57 3.01 -0.2915
C 0.16 -5.55 4.07 -0.1247
H 0.51 1.15 1.40 0.0511
H -1.02 0.28 1.26 0.0411
H 0.35 -0.10 0.20 0.0677
H 1.64 -0.99 2.11 0.1120
H 0.44 -0.47 3.26 0.1095
H 0.21 -2.62 1.11 0.1072
H -1.18 -2.12 2.06 0.1123
H 1.40 -3.29 3.19 0.1172
H 0.03 -2.77 4.15 0.1189
H -1.39 -4.49 3.02 0.1102
H -0.03 -4.95 2.02 0.1096
H 1.25 -5.55 4.15 0.0717
H -0.22 -5.27 5.06 0.0729
H -0.16 -6.57 3.87 0.0673
C -3.63 0.37 -0.16 -0.1229
C -3.35 -0.39 -1.44 -0.2732
C -2.01 -1.11 -1.38 -0.2461
C -1.84 -2.14 -2.48 -0.2363
C -0.40 -2.64 -2.58 -0.2785
C -0.26 -3.88 -3.47 -0.1181
H -4.59 0.89 -0.20 0.0714
H -2.84 1.09 0.04 0.0209
H -3.71 -0.31 0.70 0.0762
H -4.15 -1.11 -1.64 0.1097
H -3.36 0.31 -2.27 0.1116
H -1.90 -1.59 -0.41 0.1022
H -1.21 -0.36 -1.47 0.1089
H -2.49 -3.00 -2.30 0.1150
H -2.13 -1.73 -3.46 0.1185
H 0.23 -1.85 -3.00 0.1087
H -0.02 -2.86 -1.58 0.0968
H 0.74 -4.31 -3.37 0.0657
H -0.99 -4.65 -3.22 0.0683
H -0.39 -3.61 -4.52 0.0708
```

Output
total charge	0

Entry from OMol25: a structure of composition C6H8N2 in a non-equilibrium geometry (ωB97M-V/def2-TZVPD).

Geometry as XYZ:
```
16
Properties=species:S:1:pos:R:3:lowdin_charge:R:1
C -1.22 0.54 2.07 -0.1182
C -1.04 0.68 0.64 -0.4557
C 0.19 0.07 -0.02 -0.0661
C 0.82 -1.12 0.28 -0.1517
C 1.81 -1.79 -0.41 -0.1842
C 2.57 -2.51 -1.07 0.0836
H -2.47 0.84 2.35 0.1437
H -1.08 -0.74 2.55 0.1579
H -0.48 1.16 2.82 0.1187
H 0.81 0.88 -0.66 0.1423
H 0.41 -1.75 1.00 0.0772
H 3.08 -3.08 -2.04 0.1098
H -2.00 1.85 -2.03 0.1664
H -0.30 1.00 -2.05 0.1429
N -1.49 1.63 -0.11 -0.0469
N -0.91 1.88 -1.45 -0.1197
```

Output
total charge	0

Entry from OMol25: a structure of composition C5H15N2 in a non-equilibrium geometry (ωB97M-V/def2-TZVPD).

Geometry as XYZ:
```
22
Properties=species:S:1:pos:R:3:lowdin_charge:R:1
C 0.12 1.51 2.05 -0.1288
C 0.35 -1.91 0.57 -0.0357
C 0.15 1.70 0.52 -0.1344
C 0.56 -0.87 -0.55 -0.2896
C -0.57 0.28 -0.23 -0.2038
N 0.21 -1.29 -1.91 0.0762
N -1.04 0.71 -1.52 0.0742
H -0.83 1.45 2.71 0.1076
H 0.68 0.64 2.24 0.0384
H 0.53 2.53 2.40 0.1062
H 1.03 -2.71 0.51 0.0732
H -0.64 -2.39 0.58 0.1083
H 0.64 -1.44 1.43 0.0417
H -0.43 2.57 0.16 0.1087
H 1.22 1.72 0.36 0.0901
H 1.55 -0.35 -0.46 0.1678
H -1.42 -0.09 0.34 0.1372
H -0.48 -2.04 -2.14 0.1687
H 1.03 -1.38 -2.57 0.1688
H -0.41 -0.21 -2.13 0.0917
H -1.06 1.67 -1.72 0.1219
H -1.97 0.48 -1.66 0.1118
```

Output
total charge	+1

What did we get for total energy? Answer: -69369.29907; -79078.16281; -9323.36981; -8400.59336 eV, in the order shown.
What did we get for Kohn-Sham gap? Answer: 5.79; 9.51; 8.73; 11.56 eV, in the order shown.
What did we get for energy relative to the best compared isomer or geometry (same formula, charge and spin)? Answer: 0.000; 0.000; 8.338; 2.083 eV, in the order shown.